Formula: C24H19N5OV
Source: OMol25
Level of theory: ωB97M-V with the def2-TZVPD basis set

Geometry as ORCA input:
```
! wB97M-V def2-TZVPD RIJCOSX def2/J DEFGRID3
* xyz 1 3
V -0.4002 -0.2625 0.1740
O -3.3881 2.3979 0.1030
C -2.3045 1.8763 0.2228
N -2.0180 0.6425 0.7521
C -3.1525 -0.2596 0.9098
C -3.1447 -1.1930 -0.2765
C -4.2402 -1.9370 -0.6798
C -4.1105 -2.7829 -1.7673
C -2.8861 -2.8721 -2.4168
C -1.8349 -2.1162 -1.9484
N -1.9594 -1.2872 -0.9037
C -1.0427 2.5413 -0.2778
C -0.8465 3.9835 -0.2017
C 0.3373 4.5320 -0.4928
C 1.5074 3.7204 -0.9584
C 1.1794 2.2104 -0.8858
N -0.1603 1.7100 -0.6927
H -4.0928 0.2869 0.9802
H -3.0313 -0.8443 1.8247
H -5.1785 -1.8380 -0.1516
H -4.9549 -3.3663 -2.1090
H -2.7478 -3.5214 -3.2688
H -0.8578 -2.1738 -2.4119
H -1.6957 4.5755 0.1106
H 0.4640 5.6069 -0.4261
H 1.8687 4.0971 -1.9172
H 1.7011 1.6342 -1.6484
C 4.0130 3.2070 -0.3650
C 4.6043 2.0148 -0.2366
C 3.9256 0.8107 0.2611
C 2.6389 0.8704 0.6095
C 1.8997 2.1442 0.4686
C 2.6170 3.4643 0.1245
N 1.7518 -0.2176 0.8329
N 2.2691 -1.3241 1.1022
C 1.3625 -2.3776 1.2453
C 1.9185 -3.6278 1.5051
C 1.0700 -4.7091 1.6671
C -0.2993 -4.5201 1.5376
C -0.8267 -3.2697 1.2076
C -0.0153 -2.1552 1.0406
H 4.5699 4.0443 -0.7687
H 5.6330 1.9022 -0.5533
H 4.4516 -0.1348 0.2538
H 1.1790 2.2820 1.2774
H 2.6377 4.2043 0.9283
H 2.9932 -3.7216 1.5903
H 1.4654 -5.6909 1.8874
H -0.9683 -5.3611 1.6714
H -1.9010 -3.1953 1.0704
*
```

Summary:
HOMO-LUMO gap (spin up / spin down), eV: 6.9 / 6.9
Maximum force, eV/A: 0.65
⟨S²⟩: 2.02
Calculated total energy, Eh: -2218.7194

***

Formula: C24H19O4PtSb
Source: OMol25
Level of theory: ωB97M-V with the def2-TZVPD basis set

Geometry as ORCA input:
```
! wB97M-V def2-TZVPD RIJCOSX def2/J DEFGRID3
* xyz 2 3
Pt 1.4458 0.9913 -2.5710
C -0.3657 0.0991 -2.5773
O -1.4183 -0.2472 -2.9075
C 1.5214 0.6048 -4.5731
O 1.6120 0.3638 -5.6908
C 2.5860 -0.5830 -2.1226
O 3.1584 -1.5478 -1.8672
C 0.5671 2.7757 -2.8135
O -0.0814 3.7026 -3.0087
C 3.1155 2.2363 -1.6184
H 2.7401 3.2082 -1.2934
H 3.6651 1.6609 -0.8734
C 3.3526 2.0217 -2.9918
H 4.0710 1.2676 -3.3142
H 3.1559 2.8242 -3.7033
C -1.9803 -4.1892 -0.1924
C -0.9295 -3.8978 -1.0714
C -0.2507 -2.6727 -0.9855
C -0.6376 -1.7307 -0.0366
C -1.6350 -2.0416 0.8965
C -2.3223 -3.2636 0.8022
Sb 0.5089 0.1406 0.2161
C -1.0860 1.6041 0.2950
C -0.7511 2.9644 0.2763
C -1.7727 3.9209 0.2197
C -3.1164 3.5311 0.1594
C -3.4298 2.1674 0.1265
C -2.4149 1.2020 0.1623
C 0.9223 -0.5657 2.2890
C 0.2208 -0.0211 3.3618
C 0.2650 -0.6819 4.6049
C 1.0064 -1.8596 4.7645
C 1.6904 -2.3953 3.6645
C 1.6587 -1.7437 2.4200
H -2.5187 -5.1381 -0.2711
H -0.6323 -4.6245 -1.8335
H 0.6042 -2.4863 -1.6456
H -1.8902 -1.3633 1.7175
H -3.1183 -3.4815 1.5181
H 0.2951 3.2850 0.2739
H -1.5167 4.9830 0.2119
H -3.9125 4.2812 0.1249
H -4.4699 1.8444 0.0499
H -2.6696 0.1424 0.0587
H -0.3885 0.8828 3.2409
H -0.3036 -0.2780 5.4462
H 1.0404 -2.3680 5.7361
H 2.2465 -3.3299 3.7676
H 2.1622 -2.1950 1.5580
*
```

Summary:
HOMO-LUMO gap (spin up / spin down), eV: 6.9 / 5.6
Maximum force, eV/A: 5.89
⟨S²⟩: 2.02
Calculated total energy, Eh: -1585.7051

***

Formula: C24H20BBrF4MnN4O8
Source: OMol25
Level of theory: ωB97M-V with the def2-TZVPD basis set

Geometry as ORCA input:
```
! wB97M-V def2-TZVPD RIJCOSX def2/J DEFGRID3
* xyz 0 6
Mn 0.9499 1.6328 -0.4074
Br 1.6702 2.6111 1.7750
B 1.0926 2.8813 -2.4477
F 0.7737 3.5900 -1.2307
F 1.3547 3.6864 -3.5093
F 2.2339 2.0922 -2.0596
F -0.0161 2.0251 -2.6158
C -0.5426 -0.5637 6.0539
C -0.1649 -1.8539 5.6731
C 0.1462 -2.1184 4.3577
C 0.1116 -1.0663 3.4479
C -0.1925 0.2264 3.8115
C -0.5727 0.4643 5.1332
N 0.4326 -1.3426 2.0439
O 0.0985 -0.5278 1.2016
O 0.9806 -2.3966 1.7857
H -0.8561 -0.4408 7.0838
H -0.0966 -2.6273 6.4253
H 0.4220 -3.0903 3.9722
H -0.1894 1.0299 3.0930
H -0.8829 1.4672 5.3944
C 7.2856 1.6966 -0.6703
C 6.0876 2.3807 -0.5456
C 4.9038 1.6859 -0.3330
C 4.9558 0.3073 -0.2052
C 6.1534 -0.3874 -0.2929
C 7.3197 0.3025 -0.5523
N 3.7079 -0.4435 -0.1221
O 2.6715 0.1975 -0.2183
O 3.7613 -1.6396 0.0353
H 8.2295 2.1830 -0.8831
H 6.0766 3.4618 -0.5894
H 3.9790 2.2118 -0.1388
H 6.2124 -1.4460 -0.0745
H 8.2819 -0.1877 -0.5749
C -3.5848 -2.9100 -2.9014
C -2.5472 -3.8108 -2.7296
C -1.2638 -3.3562 -2.4719
C -1.0654 -2.0008 -2.3181
C -2.0789 -1.0829 -2.4687
C -3.3440 -1.5443 -2.7884
N 0.2927 -1.5010 -2.0676
O 1.2268 -2.2487 -2.2155
O 0.3781 -0.3330 -1.7197
H -4.5789 -3.2636 -3.1433
H -2.7367 -4.8760 -2.7539
H -0.4230 -4.0257 -2.3630
H -1.9014 -0.0188 -2.3941
H -4.1179 -0.8125 -2.9805
C -5.9578 0.9731 -1.5442
C -4.9708 1.8245 -2.0046
C -3.7546 1.9047 -1.3583
C -3.5766 1.1713 -0.2008
C -4.5608 0.3364 0.2890
C -5.7400 0.1915 -0.4156
N -2.3404 1.3313 0.5563
O -1.3539 1.6368 -0.0998
O -2.3684 1.1590 1.7443
H -6.9201 0.9024 -2.0352
H -5.1466 2.3979 -2.9049
H -3.0108 2.5970 -1.7312
H -4.4346 -0.1680 1.2381
H -6.4989 -0.4755 -0.0339
*
```

Summary:
HOMO-LUMO gap (spin up / spin down), eV: 7.6 / 7.7
Maximum force, eV/A: 1.91
⟨S²⟩: 8.75
Calculated total energy, Eh: -5896.7940

***

Formula: C24H20BF5N6NaO2Se
Source: OMol25
Level of theory: ωB97M-V with the def2-TZVPD basis set

Geometry as ORCA input:
```
! wB97M-V def2-TZVPD RIJCOSX def2/J DEFGRID3
* xyz -1 1
Na 1.4856 0.1618 -0.5476
N 4.1935 -0.5649 -2.7948
C 4.7460 -0.5072 -1.5671
N 6.0772 -0.5325 -1.4940
C 6.5582 -0.4745 -0.2581
N 7.9105 -0.4977 -0.1130
N 5.8344 -0.3977 0.8647
C 4.5237 -0.3792 0.6610
N 3.9140 -0.4583 -0.5125
C 3.6577 -0.2527 1.8719
C 4.2281 -0.1667 3.1358
C 3.3860 -0.0328 4.2272
C 2.0174 0.0042 4.0180
C 1.5456 -0.0921 2.7156
N 2.3438 -0.2141 1.6651
H 4.8028 -0.3559 -3.5662
H 3.2287 -0.2935 -2.8853
H 8.4426 -0.2821 -0.9380
H 8.2617 -0.1687 0.7692
H 5.3013 -0.1938 3.2385
H 3.7944 0.0459 5.2267
H 1.3206 0.1098 4.8379
H 0.4820 -0.0677 2.5055
C -5.7977 -4.1982 1.1842
C -6.2281 -3.2395 0.0740
C -6.8343 -4.0712 -1.0650
C -7.3068 -2.3102 0.6475
C -5.0588 -2.4104 -0.4666
C -5.3076 -1.4416 -1.4426
C -4.2974 -0.6571 -1.9951
C -3.0125 -0.8659 -1.5412
O -1.8602 -0.2519 -1.8953
B -0.7776 -0.8131 -1.1235
O -1.4206 -1.8300 -0.3066
C -2.7464 -1.8251 -0.5758
C -3.7458 -2.6071 -0.0268
H -6.6701 -4.7364 1.5622
H -5.3444 -3.6654 2.0216
H -5.0814 -4.9384 0.8241
H -7.6639 -4.6807 -0.6962
H -6.0849 -4.7347 -1.4993
H -7.2135 -3.4302 -1.8614
H -8.1508 -2.8933 1.0254
H -7.6848 -1.6235 -0.1092
H -6.9068 -1.7137 1.4686
H -6.3211 -1.2876 -1.7918
H -4.5111 0.0891 -2.7485
H -3.4949 -3.3434 0.7232
F 1.9497 8.4422 -1.2604
C 2.2732 7.1460 -1.1143
C 3.5799 6.7237 -1.2847
F 4.5304 7.6200 -1.6029
C 3.8997 5.3867 -1.1280
F 5.1882 5.0542 -1.3101
C 2.9597 4.4146 -0.8022
Se 3.4203 2.5769 -0.5763
C 1.6565 4.8795 -0.6411
F 0.6684 4.0316 -0.3208
C 1.3060 6.2099 -0.7890
F 0.0337 6.6048 -0.6172
*
```

Summary:
HOMO-LUMO gap, eV: 6.3
Maximum force, eV/A: 0.41
Calculated total energy, Eh: -4493.7127